# 1
Density functional theory data (the ωB97M-V functional and the def2-TZVPD basis) for the molecule C5H6O.

Results
HOMO-LUMO gap	10.43	eV
SMILES string	C=C=CC(C)=O
ΔE to the lowest compared entry with this formula, charge and spin	1.8529	eV
HOMO level	-9.52	eV
net charge	0

Positions of all 12 atoms, in Å:
C1 0.13 -1.46 -1.11
C2 -0.30 -0.91 0.22
O1 0.09 -1.38 1.27
C3 0.74 1.98 0.96
C4 -0.33 1.34 0.56
C5 -1.11 0.37 0.19
H1 1.06 -2.03 -0.99
H2 0.27 -0.65 -1.84
H3 -0.65 -2.13 -1.48
H4 1.46 2.38 0.26
H5 0.94 2.04 2.03
H6 -2.15 0.43 -0.14



# 2
Density functional theory data (the ωB97M-V functional and the def2-TZVPD basis) for C17H34CoO2P2 as an isolated structure in a non-equilibrium geometry.

Results
HOMO-LUMO gap (spin up / spin down)	3.94 / 5.77	eV
ΔE to the lowest compared entry with this formula, charge and spin	8.1872	eV
HOMO level (spin up / spin down)	-3.49 / -5.43	eV
net charge	0
multiplicity	4

Positions of all 56 atoms, in Å:
P1 -2.20 1.62 -1.49
P2 2.98 0.69 -1.58
C1 -0.10 1.53 -2.84
C2 1.33 0.96 -2.64
H1 -0.11 2.62 -3.06
H2 -0.74 1.03 -3.56
H3 1.25 -0.03 -3.15
H4 1.92 1.54 -3.35
C3 4.26 2.04 -1.42
H5 5.16 1.76 -0.84
H6 3.85 2.92 -0.92
H7 4.60 2.36 -2.43
C4 3.78 -0.62 -2.57
H8 4.67 -0.17 -3.05
H9 3.09 -0.86 -3.40
H10 4.05 -1.54 -2.04
C5 -3.22 3.06 -0.97
H11 -3.89 2.90 -0.10
H12 -3.76 3.42 -1.86
H13 -2.53 3.86 -0.66
C6 -3.23 0.80 -2.79
H14 -2.63 0.04 -3.29
H15 -3.52 1.57 -3.51
H16 -4.11 0.24 -2.42
Co1 0.30 2.21 -1.18
C7 1.56 3.07 -4.82
C8 1.85 3.93 -3.83
C9 1.25 5.27 -3.69
C10 -0.27 5.44 -4.05
C11 -1.14 4.27 -3.76
C12 -1.53 3.32 -4.62
C13 -0.84 2.99 -5.89
C14 0.70 3.24 -6.01
C15 -2.09 0.40 -0.15
H17 2.18 2.19 -4.93
H18 2.69 3.69 -3.17
H19 1.81 5.97 -4.32
H20 1.43 5.62 -2.68
H21 -0.65 6.31 -3.47
H22 -0.32 5.71 -5.12
H23 -1.71 4.30 -2.82
H24 -2.48 2.78 -4.45
H25 -1.30 3.51 -6.74
H26 -1.03 1.94 -6.10
H27 1.11 2.51 -6.75
H28 0.87 4.23 -6.46
H29 -1.41 -0.41 -0.44
H30 -3.15 0.06 -0.02
H31 -1.68 0.88 0.74
C16 1.00 -0.91 2.15
O1 0.36 -0.15 1.07
C17 0.97 0.59 0.17
O2 2.20 0.12 -0.18
H32 1.41 -1.83 1.75
H33 0.21 -1.16 2.87
H34 1.74 -0.31 2.68



# 3
Density functional theory data (the ωB97M-V functional and the def2-TZVPD basis) for a 2-piece molecular cluster, C2H2FN3O overall in a non-equilibrium geometry.

Results
HOMO-LUMO gap	10.47	eV
SMILES string	N=C=NF.N=C=O
ΔE to the lowest compared entry with this formula, charge and spin	3.1785	eV
HOMO level	-10.51	eV
net charge	0

Positions of all 9 atoms, in Å:
C1 0.92 -1.13 0.33
C2 -1.42 0.82 -0.29
N1 1.52 -1.49 1.36
N2 -1.05 1.99 -0.46
N3 0.65 -0.30 -0.52
O1 -2.19 -0.05 -0.11
F1 0.80 -0.50 -1.83
H1 1.14 -2.05 2.11
H2 -0.36 2.71 -0.59